C5H9NO2 | ωB97M-V with the def2-TZVPD basis set

XYZ file:
```
17
Properties=species:S:1:pos:R:3:forces:R:3:nbo_charge:R:1
O -0.4875 -1.5450 1.6877 0.15 0.79 -2.28 -0.588
C -0.6123 -0.3521 1.4341 -0.63 -2.97 3.53 0.787
O -0.4284 0.4283 2.5305 0.28 2.00 -0.92 -0.694
C -1.2009 0.3386 0.2808 0.00 3.54 -2.07 -0.546
C -0.7503 0.0130 -1.1360 1.12 -4.19 -0.81 -0.437
C 0.7121 0.2550 -1.4896 0.71 1.37 2.01 0.213
C 1.5463 0.7351 -0.5383 -0.04 0.26 0.27 -0.573
N 1.1080 0.0050 -2.7668 -1.15 -0.22 -0.78 -0.812
H 0.0918 -0.0650 3.1744 -0.26 -0.41 -0.02 0.500
H -0.9772 1.4209 0.3618 0.46 -0.37 0.51 0.249
H -2.2785 0.4849 0.2856 -0.32 -1.14 0.48 0.270
H -0.8057 -1.1248 -1.2109 -0.18 0.95 0.03 0.228
H -1.3551 0.2843 -2.0122 -0.31 0.68 0.77 0.228
H 2.4985 1.2416 -0.6861 0.06 -0.67 -0.52 0.203
H 1.2890 0.7198 0.5176 -0.31 0.24 -0.35 0.190
H 0.3818 -0.1417 -3.4519 0.39 0.06 -0.06 0.380
H 2.0538 0.0835 -3.0861 0.02 0.09 0.21 0.401
```
Positions in Å, forces in eV/Å.

Frontier orbital gap (eV): 8.84
Structure (SMILES): C=C(N)CCC(=O)O
Relative energy (zero: lowest compared OMol25 entry of this formula, charge and spin) (eV): 1.481
HOMO energy (eV): -7.988
Maximum force (eV/Å): 4.7
E (eV): -10915.0944
Lowest unoccupied orbital energy (eV): 0.86

---

C5H9NO2S | ωB97M-V with the def2-TZVPD basis set

XYZ file:
```
18
Properties=species:S:1:pos:R:3:forces:R:3:nbo_charge:R:1
C -1.5001 -0.5017 0.3636 1.08 1.51 -1.63 -0.018
C -1.1420 -1.5556 1.2869 0.12 -0.23 1.47 -0.779
C 1.0040 1.1361 0.8107 -1.79 -3.50 -0.80 -0.648
C -0.0061 1.2037 -1.6301 0.74 -2.08 1.33 -0.656
C 0.4907 0.3838 -0.4548 -3.30 3.16 1.79 0.167
N 1.1779 -0.7204 -0.7706 1.26 -2.92 -1.86 0.414
O 1.7600 -1.3098 0.1453 0.23 -0.66 -0.60 -0.435
O 1.1614 -1.0917 -1.9752 0.32 -0.09 1.69 -0.434
S -2.7551 0.2074 -0.2807 0.88 -0.58 0.60 0.215
H -0.3748 -2.2187 0.8527 -0.38 0.10 0.22 0.285
H -0.7268 -1.1535 2.2388 0.28 0.22 -0.80 0.272
H -2.0237 -2.0617 1.7093 0.09 -0.27 -0.77 0.251
H 0.1535 1.6725 1.1374 -0.47 1.23 0.49 0.213
H 1.1573 0.3028 1.5197 0.39 0.87 -0.01 0.240
H 1.8799 1.6777 0.6172 1.16 0.95 -0.13 0.222
H -0.6417 0.5668 -2.2363 -0.18 0.33 -0.22 0.242
H 0.8845 1.4530 -2.1697 0.29 0.65 -0.65 0.234
H -0.4989 2.0092 -1.1640 -0.72 1.29 -0.13 0.215
```
Positions in Å, forces in eV/Å.

Frontier orbital gap (alpha / beta) (eV): 7.44 / 7.45
Relative energy (zero: lowest compared OMol25 entry of this formula, charge and spin) (eV): 6.148
HOMO energy (alpha / beta) (eV): -8.458 / -8.462
Maximum force (eV/Å): 4.9
E (eV): -21745.5134
Lowest unoccupied orbital energy (alpha / beta) (eV): -1.02 / -1.02

---

C5H9NO3 | ωB97M-V with the def2-TZVPD basis set

XYZ file:
```
18
Properties=species:S:1:pos:R:3:forces:R:3:nbo_charge:R:1
C -1.1789 -2.2805 -2.4170 -1.74 -1.81 -1.32 0.788
C 0.0345 2.5762 0.4445 2.07 -0.66 0.89 -0.283
C 1.1075 1.8556 1.2613 0.08 -0.80 0.79 -0.107
C -0.2373 0.2479 0.2568 1.34 -1.15 1.45 0.313
C 0.2664 -2.7997 -2.2678 -1.11 0.35 -2.16 -0.739
N -0.6185 1.4266 -0.1393 -1.21 1.25 0.86 -0.600
O -1.7453 -1.6645 -1.3913 0.66 0.42 1.71 -0.703
O -1.9040 -2.5155 -3.3984 2.34 0.61 1.77 -0.609
O 0.8131 0.4263 1.1495 -1.71 0.28 -1.88 -0.501
H -0.4054 3.3162 1.0926 -1.44 -0.26 0.06 0.214
H 0.3974 3.0844 -0.3937 1.10 1.21 -1.01 0.202
H 2.1293 1.9677 0.9692 0.56 0.34 -0.53 0.196
H 1.0674 2.0322 2.3289 -0.18 0.48 0.14 0.193
H 0.3481 -3.8193 -2.6600 -0.21 0.23 0.27 0.245
H 0.7715 -2.6698 -1.3605 0.15 0.04 1.70 0.222
H 0.8214 -2.1804 -2.9565 0.34 0.16 -0.49 0.236
H -1.1710 -1.5412 -0.5625 -0.49 0.23 -1.60 0.512
H -1.4449 1.6726 -0.6358 -0.57 -0.92 -0.65 0.419
```
Positions in Å, forces in eV/Å.

Frontier orbital gap (eV): 10.06
Relative energy (zero: lowest compared OMol25 entry of this formula, charge and spin) (eV): 3.110
HOMO energy (eV): -9.529
Maximum force (eV/Å): 3.0
E (eV): -12961.5964
Lowest unoccupied orbital energy (eV): 0.53

---

C5H9NO3S | ωB97M-V with the def2-TZVPD basis set

XYZ file:
```
19
Properties=species:S:1:pos:R:3:forces:R:3:nbo_charge:R:1
C 0.4264 -1.1067 0.0818 -0.62 -1.87 0.41 0.322
C -0.3454 -0.0527 0.3546 0.75 2.64 0.45 -0.258
C 1.8735 0.5909 0.2996 -0.36 0.33 1.47 0.080
C 0.2424 -2.6253 0.0352 -2.17 1.16 -1.00 -0.657
C 0.1911 2.3233 -0.2475 -0.52 -0.20 -0.85 -0.433
N 0.5177 1.1790 0.5841 -0.89 -2.90 -0.35 -0.440
O -2.4138 -0.8352 -0.7249 2.11 -2.80 3.12 -0.904
O -2.8683 1.1660 0.5776 0.33 1.85 0.26 -0.928
O 1.7563 -0.8554 0.0643 0.00 2.17 -0.44 -0.487
S -2.1249 -0.0510 0.7657 0.39 -2.63 -2.08 1.540
H 2.3855 1.1364 -0.5125 -0.16 -0.53 0.18 0.179
H 2.3840 0.6557 1.2646 0.60 0.13 -0.47 0.182
H 1.1034 -3.0119 -0.4656 0.24 -0.39 -0.74 0.236
H -0.7617 -2.9747 -0.3919 1.62 0.62 0.41 0.243
H 0.3163 -2.9914 1.0250 -0.05 -0.35 1.23 0.227
H 0.9798 3.0692 -0.0178 -0.88 -0.04 -0.57 0.207
H 0.1241 2.0054 -1.3026 0.86 0.33 -0.16 0.172
H -0.8590 2.6770 -0.1443 0.88 0.04 0.94 0.235
H -2.9275 -0.2984 -1.2453 -2.14 2.44 -1.83 0.486
```
Positions in Å, forces in eV/Å.

Frontier orbital gap (eV): 8.77
Relative energy (zero: lowest compared OMol25 entry of this formula, charge and spin) (eV): 3.807
HOMO energy (eV): -8.068
Maximum force (eV/Å): 4.7
E (eV): -23795.4792
Lowest unoccupied orbital energy (eV): 0.70

---

C5H9NO4 | ωB97M-V with the def2-TZVPD basis set

XYZ file:
```
19
Properties=species:S:1:pos:R:3:forces:R:3:nbo_charge:R:1
C -0.5498 -1.4231 -0.0232 -1.62 0.01 -0.89 -0.155
C 0.1800 -1.7492 -1.2941 3.69 0.20 0.71 0.785
C -0.9167 0.0795 0.0424 1.20 0.20 1.00 -0.395
C 0.3472 0.9218 0.3632 -0.96 1.67 -1.18 -0.529
C -0.0678 2.3262 0.9079 0.73 -0.09 -0.01 0.783
H 0.0470 -1.5045 1.9791 -0.24 0.86 0.83 0.362
H 0.9924 -2.2712 0.9135 0.88 -0.21 0.02 0.385
H -1.4490 -1.9432 -0.2742 -1.39 -0.29 0.53 0.202
H -1.6337 0.2268 0.8695 0.18 -0.13 -0.39 0.223
H -1.3665 0.4675 -0.8635 -0.20 -0.25 -0.17 0.239
H 0.9178 0.4603 1.1494 0.56 -0.49 0.00 0.202
H 0.9819 1.1419 -0.5701 -0.72 -0.60 1.46 0.251
H 1.3348 2.0926 1.9537 2.55 -2.06 1.20 0.464
H 0.1659 -1.9403 -3.1695 -1.33 0.00 1.39 0.509
N 0.0557 -2.0308 1.1469 -0.26 -0.46 -1.44 -0.823
O 1.4103 -1.8707 -1.2337 -1.95 -0.03 -0.99 -0.624
O -1.0268 2.9693 0.6469 -0.90 -0.07 -0.67 -0.555
O 0.8545 2.8455 1.7705 -1.78 1.52 -0.85 -0.658
O -0.5302 -1.8749 -2.4329 1.56 0.22 -0.54 -0.667
```
Positions in Å, forces in eV/Å.

Frontier orbital gap (eV): 10.36
Structure (SMILES): N[C@@H](CCC(=O)O)C(=O)O
Relative energy (zero: lowest compared OMol25 entry of this formula, charge and spin) (eV): 1.117
HOMO energy (eV): -9.930
Maximum force (eV/Å): 3.8
E (eV): -15011.1270
Lowest unoccupied orbital energy (eV): 0.43

---

C5H9NO4 | ωB97M-V with the def2-TZVPD basis set

XYZ file:
```
19
Properties=species:S:1:pos:R:3:forces:R:3:nbo_charge:R:1
O 0.4195 1.5340 2.2662 0.03 0.27 0.25 -0.687
C 0.1188 0.6189 1.2614 -0.01 -0.24 -0.38 0.191
C 0.4900 -0.8527 1.5444 -0.10 -0.11 0.15 -0.083
O 1.4813 -0.8462 0.4953 -0.01 -0.25 0.13 -0.505
C 1.1784 0.5104 0.1563 -0.03 0.29 -0.06 -0.003
C 0.4140 0.5972 -1.1635 0.67 0.35 -1.02 0.645
O 0.9007 0.6145 -2.2806 -0.56 0.03 1.06 -0.561
N -0.9193 0.6724 -0.8550 -0.24 -0.02 0.02 -0.622
C -1.2232 0.8827 0.5531 -0.05 -0.03 -0.06 -0.234
H -0.3630 1.7027 2.8011 0.01 -0.03 0.04 0.473
H 0.9433 -1.0087 2.5322 -0.10 0.05 -0.21 0.193
H -0.2985 -1.5960 1.3622 0.14 0.12 0.02 0.175
H 2.0474 1.1808 0.1911 -0.24 -0.19 -0.03 0.215
H -0.7027 -1.9650 -2.8597 0.64 -0.12 -0.27 0.462
H -2.0190 0.2072 0.8933 0.14 0.11 -0.01 0.197
H -1.5376 1.9194 0.7348 0.06 -0.14 0.04 0.196
H -1.6008 0.8841 -1.5750 0.29 -0.11 0.13 0.410
O 0.1469 -2.1718 -3.2914 -0.67 -0.03 0.21 -0.927
H 0.5238 -2.8841 -2.7660 0.01 0.04 0.04 0.466
```
Positions in Å, forces in eV/Å.

Frontier orbital gap (eV): 9.84
Structure (SMILES): O=C1NC[C@@]2(O)CO[C@@H]12.O
Relative energy (zero: lowest compared OMol25 entry of this formula, charge and spin) (eV): 2.350
HOMO energy (eV): -9.455
Maximum force (eV/Å): 1.3
E (eV): -15009.8940
Lowest unoccupied orbital energy (eV): 0.39

---

C5H9NOS | ωB97M-V with the def2-TZVPD basis set

XYZ file:
```
17
Properties=species:S:1:pos:R:3:forces:R:3:nbo_charge:R:1
C -0.4019 1.7706 0.2204 0.26 0.12 -0.07 -0.638
C -0.7825 0.5393 -0.5687 -0.25 -0.35 0.48 -0.013
C -0.7765 -1.5751 -0.2482 -0.46 1.03 -1.42 -0.205
C 0.3321 -0.5355 -0.7761 -0.70 -1.10 2.04 -0.349
C 1.5734 -0.3956 0.0503 0.16 -0.04 0.99 0.251
H 0.1620 2.4440 -0.4222 0.07 0.13 -0.03 0.223
H 0.2599 1.4824 1.0407 -0.22 0.17 0.06 0.213
H -1.2419 2.3372 0.6330 -0.09 -0.28 -0.18 0.226
H -1.1701 0.7688 -1.5683 -0.18 0.17 0.32 0.197
H -1.6238 -0.3132 1.1026 0.06 0.39 1.33 0.347
H -0.5919 -2.3159 0.5195 0.42 0.20 0.26 0.208
H -1.2115 -2.1122 -1.1215 0.34 0.31 0.52 0.191
H 0.5784 -0.6870 -1.7759 0.62 -0.18 -1.62 0.232
H 2.1677 -0.3756 1.8178 -0.23 -0.21 0.04 0.500
N -1.6964 -0.4339 0.1265 0.72 -0.51 -1.62 -0.612
O 1.3264 -0.6049 1.3797 0.23 0.24 -0.87 -0.684
S 3.0964 0.0067 -0.4098 -0.75 -0.11 -0.23 -0.087
```
Positions in Å, forces in eV/Å.

Frontier orbital gap (eV): 9.07
Structure (SMILES): C[C@@H]1NC[C@@H]1C(O)=S
Relative energy (zero: lowest compared OMol25 entry of this formula, charge and spin) (eV): 1.755
HOMO energy (eV): -8.931
Maximum force (eV/Å): 2.4
E (eV): -19702.5482
Lowest unoccupied orbital energy (eV): 0.14

---

C5H9NOS | ωB97M-V with the def2-TZVPD basis set

XYZ file:
```
17
Properties=species:S:1:pos:R:3:forces:R:3:nbo_charge:R:1
C 3.1006 -0.2940 -0.0646 -0.19 -2.89 0.76 -0.740
C 1.5192 -0.1088 -0.2160 -0.37 -0.30 0.09 0.429
C -0.8424 0.8661 0.0472 0.95 0.24 0.75 -0.157
C -1.6492 1.5923 -0.6765 -1.22 3.53 -1.92 -0.406
C -1.2681 -0.3311 0.8239 -1.70 -0.05 2.35 -0.266
H 3.0588 -1.4309 0.6366 0.57 3.38 -2.41 0.248
H 3.5222 0.4881 0.7002 -0.62 -1.35 -1.99 0.248
H 3.7458 -0.4796 -1.1763 -2.14 0.72 3.68 0.276
H -1.3445 2.5989 -1.2083 -0.19 -2.29 1.16 0.214
H -2.7454 1.4778 -0.7521 0.69 -0.57 0.12 0.208
H -0.4940 -0.8158 1.4797 -0.49 0.20 -1.44 0.225
H -1.8639 0.1667 1.7065 0.19 -0.99 -1.55 0.190
H -1.5574 -2.2168 -0.4008 -1.81 4.04 1.83 0.375
H -2.5176 -0.7914 -0.7653 0.23 -0.08 0.19 0.360
N -2.1275 -1.2633 0.0465 2.06 -3.25 -0.66 -0.841
O 0.6738 -0.9410 -0.5214 3.23 0.58 -0.46 -0.569
S 0.7895 1.4830 0.3407 0.82 -0.91 -0.51 0.203
```
Positions in Å, forces in eV/Å.

Frontier orbital gap (eV): 9.53
Structure (SMILES): C=C(CN)SC(C)=O
Relative energy (zero: lowest compared OMol25 entry of this formula, charge and spin) (eV): 4.229
HOMO energy (eV): -8.917
Maximum force (eV/Å): 4.8
E (eV): -19700.0745
Lowest unoccupied orbital energy (eV): 0.61

---

C5H9NOSe | ωB97M-V with the def2-TZVPD basis set

XYZ file:
```
17
Properties=species:S:1:pos:R:3:forces:R:3:nbo_charge:R:1
C 0.0215 -1.3276 0.3384 0.02 1.04 -1.00 0.206
C 2.5239 0.3840 0.6066 0.15 3.30 -1.21 -0.636
C -2.8943 -0.5969 -0.5663 1.43 2.05 -1.75 -0.780
C 1.0864 0.9506 0.7219 -1.42 -2.53 -2.02 -0.364
C -0.0845 -0.0358 -0.2803 0.83 1.85 4.76 0.069
N 0.1889 -2.3061 0.8856 0.21 -1.86 0.97 -0.304
O 0.0548 -0.0614 -1.6045 0.70 -2.98 -0.30 -0.662
Se -1.8702 0.7117 0.4114 0.98 -0.11 0.62 0.233
H 2.9399 0.8613 -0.3720 -0.41 -1.40 1.56 0.211
H 2.5476 -0.6719 0.6308 -0.02 -1.12 -0.30 0.228
H 3.2045 0.7374 1.4141 -0.67 -0.05 -0.40 0.226
H -3.0432 0.0525 -1.4306 -0.03 -1.14 -0.70 0.222
H -2.2632 -1.4403 -0.7157 0.31 -0.63 -0.44 0.231
H -3.8382 -0.8817 -0.2872 -2.09 -0.51 1.61 0.230
H 0.5989 0.8634 1.6696 0.06 -0.23 0.79 0.212
H 0.9018 1.9495 0.3759 0.41 0.58 -0.32 0.201
H -0.0746 0.8112 -1.7978 -0.45 3.74 -1.87 0.476
```
Positions in Å, forces in eV/Å.

Frontier orbital gap (eV): 9.35
Structure (SMILES): CC[C@@](O)(C#N)[Se]C
Relative energy (zero: lowest compared OMol25 entry of this formula, charge and spin) (eV): 1.582
HOMO energy (eV): -8.819
Maximum force (eV/Å): 5.2
E (eV): -74212.2872
Lowest unoccupied orbital energy (eV): 0.53

---

C5H9NS | ωB97M-V with the def2-TZVPD basis set

XYZ file:
```
16
Properties=species:S:1:pos:R:3:forces:R:3:nbo_charge:R:1
C 0.3235 -0.8503 -0.1916 1.53 -0.84 3.32 -0.278
C -0.7530 -0.5027 1.0263 1.64 0.76 0.43 -0.262
C -0.6175 1.0189 0.8635 -1.92 6.15 0.86 -0.314
C -0.7639 -0.1432 -0.9491 2.70 -1.88 -4.09 -0.181
C -1.7817 -0.8324 -0.0691 -1.90 -0.50 0.53 -0.426
H 1.6212 0.9485 -0.9962 1.24 -1.70 2.12 0.180
H 0.4128 -1.9534 -0.3109 -0.01 0.94 -0.15 0.228
H -0.7337 -0.9242 2.0825 -0.02 0.44 -1.59 0.243
H 0.2522 1.7560 1.0682 -0.63 -2.48 0.63 0.255
H -1.4897 1.7888 1.3269 1.72 -2.64 -0.91 0.201
H -1.9252 1.0830 -1.0025 4.00 2.87 1.29 0.345
H -0.6136 -0.0909 -2.0302 -0.93 -1.44 -0.42 0.223
H -1.6725 -1.9325 -0.2318 -1.01 0.80 0.01 0.229
H -2.9117 -0.3939 -0.0007 2.64 -1.14 -0.20 0.217
N -0.6547 1.2382 -0.6701 -6.20 -0.41 1.19 -0.549
S 2.0749 -0.0682 0.0440 -2.85 1.07 -3.01 -0.111
```
Positions in Å, forces in eV/Å.

Frontier orbital gap (eV): 9.66
Relative energy (zero: lowest compared OMol25 entry of this formula, charge and spin) (eV): 5.494
HOMO energy (eV): -8.938
Maximum force (eV/Å): 6.5
E (eV): -17650.6998
Lowest unoccupied orbital energy (eV): 0.72

---

C5H9NS | ωB97M-V with the def2-TZVPD basis set

XYZ file:
```
16
Properties=species:S:1:pos:R:3:forces:R:3:nbo_charge:R:1
C 2.1169 -1.7090 -1.3042 -2.36 2.57 3.80 -0.616
C 0.9740 -1.0192 0.0024 3.52 -2.94 -4.51 0.298
C -0.1780 0.7498 -1.2686 -1.22 -4.24 0.78 -0.548
C -0.7715 0.3613 1.1734 -0.40 -1.13 1.15 -0.620
C -0.3470 -0.3897 -0.1218 1.50 2.58 0.58 -0.308
N 1.9898 -0.8527 0.8243 -2.42 1.63 2.10 -0.708
S 3.3155 -1.4962 0.1212 0.78 -1.17 -1.24 0.410
H 1.9497 -2.7344 -1.6287 -0.04 -0.15 0.27 0.182
H 0.2039 0.2459 -2.1438 -0.02 0.28 -0.36 0.235
H 0.5074 1.3483 -0.8209 1.95 2.40 0.68 0.198
H -1.1584 1.1321 -1.3433 -0.88 0.94 -0.53 0.201
H -0.8514 1.4191 1.0281 0.27 0.68 -0.23 0.215
H -0.1393 0.2031 2.1051 -0.55 -0.01 -1.24 0.197
H -1.7883 0.0682 1.4742 0.29 -0.12 -0.04 0.226
H -1.0444 -1.0980 -0.4566 -1.05 -1.00 -0.26 0.229
H 1.8974 -0.3207 1.7132 0.62 -0.30 -0.93 0.408
```
Positions in Å, forces in eV/Å.

Frontier orbital gap (alpha / beta) (eV): 7.77 / 7.77
Relative energy (zero: lowest compared OMol25 entry of this formula, charge and spin) (eV): 4.949
HOMO energy (alpha / beta) (eV): -7.197 / -7.198
Maximum force (eV/Å): 6.4
E (eV): -17651.2450
Lowest unoccupied orbital energy (alpha / beta) (eV): 0.57 / 0.57

---

C5H9NS | ωB97M-V with the def2-TZVPD basis set

XYZ file:
```
16
Properties=species:S:1:pos:R:3:forces:R:3:nbo_charge:R:1
C -0.3024 0.0475 -0.0206 -2.06 -0.47 0.44 -0.186
C 0.5310 1.2598 0.0173 -0.40 2.81 3.11 -0.430
C 1.9122 0.6100 -0.0905 1.20 1.14 -1.93 -0.235
C 0.5014 -0.8522 -0.9261 -0.61 0.17 -0.80 -0.241
C 0.3927 -0.6351 1.0877 2.02 -2.41 1.89 -0.252
H -2.4657 -1.1748 0.2050 0.80 1.53 -0.32 0.140
H 0.3445 1.8511 -0.7898 -0.47 2.03 -2.29 0.206
H 0.3106 1.9173 0.9661 0.54 -1.32 -1.62 0.209
H 2.0972 0.7117 -1.2627 0.99 0.25 2.66 0.189
H 2.7465 0.9570 0.6223 -1.35 -0.49 -1.36 0.225
H 0.8500 -0.5067 -1.8605 0.05 0.74 -1.31 0.187
H 0.0296 -1.7692 -1.1353 -0.33 -1.60 0.47 0.205
H 0.6338 -0.2344 2.1011 -0.11 0.71 -1.05 0.206
H 0.1164 -1.6372 1.3501 -0.69 -0.76 -0.41 0.203
N 1.5520 -0.7797 0.0562 0.71 -1.49 2.30 -0.393
S -2.1085 0.1726 -0.0623 -0.30 -0.87 0.20 -0.032
```
Positions in Å, forces in eV/Å.

Frontier orbital gap (eV): 9.90
Relative energy (zero: lowest compared OMol25 entry of this formula, charge and spin) (eV): 2.834
HOMO energy (eV): -9.111
Maximum force (eV/Å): 4.2
E (eV): -17653.3591
Lowest unoccupied orbital energy (eV): 0.79